# 1
Computed, not measured: C35H45BrFeN8O5S as an isolated structure, with ωB97M-V with the def2-TZVPD basis set.

Positions of all 96 atoms, in Å:
Fe (-0.297, 1.736, -0.375)
C (3.221, 1.312, 0.036)
C (3.041, 0.101, -0.862)
N (1.641, -0.327, -0.959)
C (1.482, -1.298, -2.036)
C (1.238, -0.607, -3.378)
N (0.231, 0.434, -3.232)
C (-0.462, 0.846, -4.450)
C (-1.837, 1.421, -4.118)
C (-1.859, 2.848, -3.565)
N (-0.948, 3.122, -2.441)
C (0.202, 3.924, -2.836)
C (1.226, 4.014, -1.725)
N (1.590, 2.659, -1.311)
C (2.913, 2.617, -0.675)
H (2.584, 1.210, 0.908)
H (4.251, 1.345, 0.395)
H (3.383, 0.347, -1.874)
H (3.667, -0.726, -0.510)
H (1.339, -0.709, -0.070)
H (2.358, -1.955, -2.130)
H (0.636, -1.941, -1.796)
H (2.167, -0.156, -3.740)
H (0.949, -1.368, -4.118)
H (-0.478, 0.108, -2.583)
H (0.140, 1.588, -4.987)
H (-0.586, -0.007, -5.133)
H (-2.449, 1.418, -5.022)
H (-2.324, 0.750, -3.403)
H (-1.631, 3.540, -4.384)
H (-2.880, 3.063, -3.244)
H (-1.469, 3.602, -1.712)
H (0.668, 3.430, -3.695)
H (-0.085, 4.933, -3.157)
H (2.089, 4.571, -2.110)
H (0.841, 4.548, -0.851)
H (1.567, 2.058, -2.135)
H (3.690, 2.801, -1.429)
H (2.952, 3.436, 0.045)
Br (-1.566, -4.256, 3.419)
C (-3.126, -3.250, 3.036)
C (-4.193, -3.859, 2.396)
C (-5.318, -3.107, 2.094)
C (-5.360, -1.748, 2.382)
C (-4.300, -1.167, 3.077)
C (-3.184, -1.915, 3.406)
N (-6.561, -1.037, 2.075)
N (-6.551, 0.121, 1.613)
C (-5.401, 0.757, 1.091)
C (-5.285, 2.096, 1.421)
C (-4.140, 2.841, 1.159)
C (-3.045, 2.266, 0.513)
O (-1.944, 2.872, 0.274)
C (-3.192, 0.901, 0.053)
N (-2.145, 0.402, -0.658)
C (-2.273, -0.801, -1.174)
C (-3.454, -1.549, -1.107)
C (-4.511, -1.052, -0.399)
C (-4.379, 0.174, 0.285)
H (-4.146, -4.908, 2.142)
H (-6.170, -3.563, 1.604)
H (-4.349, -0.121, 3.350)
H (-2.358, -1.461, 3.936)
H (-6.110, 2.537, 1.968)
H (-4.057, 3.869, 1.485)
H (-1.423, -1.198, -1.709)
H (-3.523, -2.495, -1.627)
H (-5.450, -1.584, -0.378)
C (5.492, -3.631, -1.328)
C (4.845, -3.239, -0.026)
C (3.608, -3.758, 0.342)
C (2.986, -3.356, 1.518)
C (3.617, -2.425, 2.327)
C (4.865, -1.912, 1.996)
C (5.473, -2.330, 0.826)
S (2.783, -1.818, 3.758)
O (3.745, -1.439, 4.753)
O (1.745, -2.750, 4.106)
N (2.153, -0.429, 3.125)
C (1.283, 0.318, 4.055)
C (1.027, 1.711, 3.508)
C (0.550, 1.723, 2.068)
O (0.114, 0.645, 1.549)
O (0.605, 2.784, 1.412)
H (4.791, -4.156, -1.974)
H (6.350, -4.285, -1.160)
H (5.853, -2.748, -1.857)
H (3.123, -4.489, -0.296)
H (2.030, -3.762, 1.822)
H (5.346, -1.211, 2.665)
H (6.450, -1.940, 0.560)
H (1.619, -0.655, 2.289)
H (1.797, 0.381, 5.014)
H (0.340, -0.211, 4.207)
H (1.914, 2.341, 3.567)
H (0.248, 2.187, 4.110)

Results
spin multiplicity: 5
Kohn-Sham gap (spin up / spin down): 7.04 / 7.00 eV
expectation value of S²: 6.008
LUMO (spin up / spin down): -0.04 / -0.09 eV

# 2
Computed, not measured: C35H45N8O10SeSr as an isolated structure, with ωB97M-V with the def2-TZVPD basis set.

Positions of all 100 atoms, in Å:
Sr (-2.124, -0.104, -0.074)
O (-1.224, 2.901, -3.511)
C (-1.545, 1.951, -2.796)
O (-1.606, 1.929, -1.525)
C (-1.885, 0.621, -3.473)
C (-1.847, 0.475, -4.851)
C (-2.084, -0.783, -5.386)
C (-2.318, -1.852, -4.533)
C (-2.354, -1.615, -3.164)
N (-2.165, -0.398, -2.662)
C (-2.522, -2.757, -2.144)
O (-2.329, -3.901, -2.583)
O (-2.783, -2.396, -0.968)
H (-1.623, 1.341, -5.459)
H (-2.066, -0.934, -6.459)
H (-2.465, -2.863, -4.886)
O (-4.604, 0.308, 0.324)
C (-5.317, 0.124, 1.297)
C (-4.986, -0.472, 2.574)
C (-6.018, -0.489, 3.508)
C (-5.844, -1.032, 4.760)
C (-4.602, -1.602, 5.120)
C (-3.577, -1.609, 4.230)
C (-3.691, -1.046, 2.902)
O (-2.719, -1.078, 2.119)
N (-6.930, -1.024, 5.701)
O (-7.992, -0.509, 5.373)
O (-6.744, -1.520, 6.806)
H (-6.375, 0.450, 1.234)
H (-6.982, -0.068, 3.251)
H (-4.492, -2.025, 6.108)
H (-2.617, -2.039, 4.484)
N (-3.179, 3.887, 2.559)
C (-2.648, 3.118, 1.537)
N (-2.253, 3.785, 0.432)
O (-2.509, 1.908, 1.689)
H (-3.647, 4.744, 2.318)
H (-3.632, 3.336, 3.269)
H (-2.446, 4.764, 0.331)
H (-1.977, 3.241, -0.396)
C (-0.373, -3.586, 0.958)
N (0.449, -3.474, -0.235)
C (1.334, -4.587, -0.484)
C (0.424, -2.332, -0.979)
O (0.072, -1.252, -0.475)
N (0.870, -2.402, -2.269)
C (0.764, -3.598, -3.093)
C (1.049, -1.168, -3.015)
H (0.259, -3.824, 1.821)
H (-1.115, -4.375, 0.825)
H (-0.899, -2.661, 1.157)
H (1.811, -4.867, 0.461)
H (2.115, -4.306, -1.186)
H (0.810, -5.467, -0.869)
H (1.748, -4.012, -3.335)
H (0.262, -3.329, -4.024)
H (0.136, -4.342, -2.616)
H (0.895, -0.319, -2.359)
H (0.322, -1.111, -3.830)
H (2.056, -1.129, -3.437)
C (1.081, 5.129, 1.566)
C (2.304, 4.652, 0.790)
C (1.997, 4.362, -0.678)
C (1.173, 3.098, -0.891)
N (1.947, 1.889, -0.626)
C (1.810, 1.067, 0.453)
Se (0.678, 1.292, 1.866)
N (2.650, 0.012, 0.259)
C (2.695, -1.158, 1.121)
C (3.628, -0.976, 2.309)
C (5.085, -0.758, 1.924)
C (5.976, -0.554, 3.143)
C (3.324, 0.161, -0.940)
C (4.242, -0.642, -1.596)
C (4.712, -0.199, -2.826)
C (4.275, 1.005, -3.379)
C (3.350, 1.807, -2.723)
C (2.887, 1.365, -1.495)
H (1.333, 5.330, 2.609)
H (0.292, 4.377, 1.562)
H (0.683, 6.050, 1.131)
H (2.703, 3.749, 1.262)
H (3.092, 5.409, 0.845)
H (2.929, 4.283, -1.246)
H (1.438, 5.198, -1.110)
H (0.795, 3.038, -1.913)
H (0.307, 3.063, -0.234)
H (3.004, -2.003, 0.500)
H (1.673, -1.339, 1.455)
H (3.541, -1.864, 2.943)
H (3.263, -0.130, 2.899)
H (5.162, 0.113, 1.266)
H (5.444, -1.616, 1.344)
H (5.648, 0.315, 3.717)
H (7.018, -0.395, 2.859)
H (5.937, -1.421, 3.805)
H (4.581, -1.578, -1.172)
H (5.430, -0.802, -3.367)
H (4.656, 1.316, -4.343)
H (2.991, 2.728, -3.162)

Results
Kohn-Sham gap: 7.58 eV
net charge: -1
LUMO: 2.21 eV

# 3
Computed, not measured: C35H46CaN5S2Si2 as an isolated structure, with ωB97M-V with the def2-TZVPD basis set.

Positions of all 91 atoms, in Å:
Ca (1.008, 0.129, -0.238)
C (-1.838, -3.743, 1.093)
N (-0.447, -3.335, 1.132)
C (0.390, -4.138, 0.241)
C (0.012, -4.101, -1.231)
N (0.142, -2.792, -1.861)
C (-1.047, -1.960, -1.731)
C (0.591, -2.856, -3.223)
C (0.173, -3.892, -4.057)
C (0.630, -4.009, -5.361)
C (1.519, -3.058, -5.845)
C (1.920, -2.009, -5.034)
C (1.475, -1.872, -3.709)
S (2.025, -0.495, -2.788)
C (0.095, -3.148, 2.428)
C (-0.607, -3.602, 3.549)
C (-0.175, -3.369, 4.848)
C (1.002, -2.668, 5.053)
C (1.717, -2.216, 3.952)
C (1.301, -2.422, 2.628)
S (2.309, -1.725, 1.361)
H (-2.002, -4.763, 1.476)
H (-2.193, -3.715, 0.066)
H (-2.451, -3.047, 1.669)
H (0.364, -5.197, 0.559)
H (1.412, -3.777, 0.327)
H (-0.991, -4.529, -1.393)
H (0.720, -4.772, -1.714)
H (-1.945, -2.447, -2.143)
H (-0.887, -1.031, -2.289)
H (-1.233, -1.721, -0.680)
H (-0.521, -4.633, -3.674)
H (0.301, -4.833, -5.983)
H (1.894, -3.130, -6.859)
H (2.606, -1.260, -5.408)
H (-1.523, -4.162, 3.421)
H (-0.750, -3.754, 5.683)
H (1.365, -2.476, 6.056)
H (2.635, -1.659, 4.091)
C (-1.692, 2.695, -1.300)
Si (0.043, 3.258, -1.816)
C (0.350, 2.593, -3.543)
C (-0.119, 5.135, -2.071)
C (1.197, 2.664, -0.509)
C (0.698, 3.078, 0.828)
C (0.573, 4.433, 1.212)
C (0.099, 4.771, 2.460)
C (-0.252, 3.757, 3.345)
C (-0.095, 2.456, 2.917)
N (0.364, 2.111, 1.708)
Si (3.004, 3.032, -0.587)
C (3.522, 4.856, -0.465)
C (3.808, 2.223, 0.921)
C (3.875, 2.397, -2.123)
H (-2.467, 3.090, -1.964)
H (-1.921, 3.026, -0.281)
H (-1.765, 1.600, -1.308)
H (-0.322, 3.088, -4.255)
H (0.191, 1.514, -3.599)
H (1.379, 2.770, -3.870)
H (-0.740, 5.335, -2.950)
H (0.858, 5.601, -2.237)
H (-0.584, 5.630, -1.212)
H (0.859, 5.195, 0.500)
H (0.001, 5.811, 2.749)
H (-0.633, 3.970, 4.335)
H (-0.356, 1.640, 3.581)
H (3.290, 5.282, 0.517)
H (3.022, 5.468, -1.224)
H (4.602, 4.942, -0.622)
H (3.307, 2.540, 1.842)
H (4.867, 2.490, 1.002)
H (3.749, 1.128, 0.880)
H (3.353, 2.681, -3.040)
H (3.945, 1.307, -2.124)
H (4.891, 2.807, -2.166)
N (-2.162, -0.713, 3.392)
C (-1.143, -0.497, 2.513)
N (-1.552, -0.305, 1.294)
C (-2.937, -0.395, 1.353)
C (-3.889, -0.266, 0.345)
C (-5.222, -0.394, 0.694)
C (-5.611, -0.648, 2.018)
C (-4.677, -0.789, 3.029)
C (-3.339, -0.662, 2.671)
H (-2.050, -0.973, 4.356)
H (-0.110, -0.480, 2.831)
H (-3.582, -0.062, -0.673)
H (-5.983, -0.289, -0.068)
H (-6.664, -0.731, 2.254)
H (-4.974, -0.989, 4.051)

Results
Kohn-Sham gap: 6.57 eV
net charge: -1
LUMO: 2.35 eV

Which relative energy (zero: lowest compared OMol25 entry of this formula, charge and spin) belongs to each record? In order, 0.000; 0.278; 1.276 eV.